DFT (the ωB97M-V functional and the def2-TZVPD basis) results for C26H18BF4IN4O4SV as an isolated structure at a distorted geometry.

ORCA input file:
```
! RIJCOSX wB97M-V def2-TZVPD def2/J DEFGRID3
* xyz 0 2
V 0.55468 -0.17571 0.25730
O -2.74499 1.20614 -1.18470
C -1.93649 0.57854 -0.56573
O -0.67873 0.85924 -0.33214
C -2.18182 -0.80282 0.01808
C -3.33422 -1.53176 0.21836
C -3.21300 -2.82400 0.72394
C -1.95386 -3.37096 0.95638
C -0.85083 -2.58368 0.70126
N -0.98984 -1.32674 0.28945
C 0.63145 -2.86813 0.80214
O 1.11011 -3.90509 1.15775
O 1.25729 -1.76894 0.44419
H -4.29503 -1.08915 -0.00368
H -4.10174 -3.40467 0.92942
H -1.81669 -4.37756 1.32511
I 3.62733 -0.05238 1.21760
C 2.70144 -1.01569 2.85562
C 3.49464 -1.81045 3.63464
C 3.00187 -2.33728 4.84177
C 1.76519 -1.96140 5.27718
C 0.92930 -1.14218 4.48413
C -0.31932 -0.70152 4.98306
C -1.13947 0.06409 4.20951
C -0.80823 0.30243 2.85915
C 0.38880 -0.10115 2.32620
C 1.34571 -0.73259 3.17959
H 4.51147 -2.01665 3.33064
H 3.62567 -2.99090 5.43643
H 1.39566 -2.27991 6.24471
H -0.59613 -0.97140 5.99512
H -2.06672 0.45662 4.60766
H -1.54340 0.81167 2.25018
C 2.95221 3.09639 -1.75129
N 1.80542 2.73440 -2.55870
C 0.99554 3.62341 -3.21899
C -0.03962 2.94129 -3.72583
N 0.12409 1.60647 -3.37370
C 1.27156 1.49860 -2.60433
S 2.04559 0.13593 -1.96591
C -0.72821 0.57321 -3.84158
C -1.51922 0.81125 -4.96461
C -2.29693 -0.22045 -5.45203
C -2.26682 -1.45431 -4.82153
C -1.46802 -1.58114 -3.70132
N -0.72467 -0.59248 -3.21432
H 3.23849 4.11663 -1.99224
H 3.77551 2.41319 -1.94469
H 2.68841 3.03944 -0.69641
H 1.20255 4.67723 -3.24447
H -0.90796 3.29848 -4.24541
H -1.52012 1.77531 -5.45116
H -2.91052 -0.06408 -6.32897
H -2.84538 -2.29033 -5.18849
H -1.40757 -2.52060 -3.15885
F 1.34610 2.05323 0.61853
B 0.52334 3.29260 0.81070
F 0.25456 3.78600 -0.46594
F 1.28719 4.17507 1.53702
F -0.64558 2.93926 1.47423
*
```

## Properties
- HOMO level (alpha / beta): -0.291 / -0.291 hartree
- Relative energy (zero: lowest compared OMol25 entry of this formula, charge and spin): 105.9 kJ/mol

=====

DFT (the ωB97M-V functional and the def2-TZVPD basis) results for a 2-piece molecular cluster, C5H11ISi overall at a distorted geometry.

ORCA input file:
```
! RIJCOSX wB97M-V def2-TZVPD def2/J DEFGRID3
* xyz 0 1
C 2.60771 0.17087 0.50696
C 3.48151 -0.24271 -0.33289
C -1.16728 -0.15717 1.59405
C -0.55206 -1.25212 -1.47514
C -0.65161 1.78951 -1.02052
Si -0.32271 0.13355 -0.13719
I 5.71906 -0.11811 0.19651
H 2.72458 0.73633 1.33190
H 3.55390 -0.60157 -1.31367
H -1.99948 -0.82560 1.53457
H -0.52222 -0.50668 2.40076
H -1.50794 0.82875 2.00461
H -1.51679 -1.34022 -1.83170
H -0.01462 -0.95677 -2.40515
H -0.15477 -2.23904 -1.09051
H 0.25803 2.10240 -1.49467
H -1.45108 1.51275 -1.63224
H -0.88223 2.60597 -0.41354
*
```

## Properties
- HOMO level (alpha / beta): -0.286 / -0.286 hartree
- Relative energy (zero: lowest compared OMol25 entry of this formula, charge and spin): 314.6 kJ/mol